1.
Computed, not measured: a cluster of 3 separate species, C9H25N4O3 in total, with ωB97M-V/def2-TZVPD.

As for the energy: -802.3948 hartree. The calculation puts the HOMO-LUMO gap at 8.1 eV. The total charge is +1. The calculation puts the HOMO energy at -11.9 eV.

Each line ends with the natural charge from an NBO analysis.
Positions of all 41 atoms, in Å:
N -1.081 -1.527 0.665  -0.83
C -0.975 -0.153 1.121  -0.25
C 0.392 0.096 1.843  0.06
O 1.349 -0.891 1.519  -0.72
C 1.080 1.451 1.575  -0.25
N 0.655 2.158 0.311  -0.67
H -2.049 -1.828 0.628  0.41
H -0.655 -1.660 -0.240  0.36
H -1.765 -0.012 1.857  0.22
H -1.154 0.572 0.311  0.12
H 0.178 0.078 2.913  0.20
H 1.418 -1.524 2.236  0.50
H 0.943 2.154 2.394  0.23
H 2.147 1.266 1.467  0.25
H 1.321 2.901 0.087  0.45
H -0.263 2.594 0.408  0.44
H 0.614 1.518 -0.484  0.45
C 5.820 1.379 0.810  0.52
O 6.568 2.331 0.794  -0.59
N 5.101 0.962 -0.260  -0.45
C 4.187 -0.155 -0.184  -0.39
C 5.266 1.672 -1.518  -0.42
H 5.651 0.766 1.712  0.11
H 4.456 -0.942 -0.890  0.21
H 3.166 0.168 -0.412  0.15
H 4.196 -0.574 0.820  0.22
H 6.303 1.627 -1.851  0.23
H 5.004 2.726 -1.404  0.21
H 4.629 1.215 -2.272  0.20
C -4.944 -2.358 0.056  0.54
O -3.868 -2.875 0.310  -0.66
N -5.191 -1.603 -1.029  -0.42
C -6.500 -1.033 -1.288  -0.40
C -4.119 -1.382 -1.981  -0.41
H -5.824 -2.489 0.704  0.12
H -6.905 -1.408 -2.229  0.21
H -6.445 0.056 -1.339  0.20
H -7.181 -1.307 -0.485  0.22
H -3.753 -2.330 -2.375  0.22
H -3.281 -0.871 -1.502  0.19
H -4.491 -0.771 -2.800  0.21

2.
Computed, not measured: a cluster of 4 separate species, C9H25NO4 in total, with ωB97M-V/def2-TZVPD.

As for the energy: -713.4561 hartree. As for the relative energy (zero: lowest compared OMol25 entry of this formula, charge and spin): 79.5 kcal per mole. The calculation puts the HOMO-LUMO gap at 9.0 eV. Its SMILES is CC1(C)CCCC(C)(C)N1O.O.O.O. The calculation puts the HOMO energy at -8.7 eV.

Each line ends with the natural charge from an NBO analysis.
Positions of all 39 atoms, in Å:
O 8.738 -3.553 -26.251  -0.89
H 8.950 -4.316 -26.788  0.49
H 7.932 -3.796 -25.796  0.49
O 9.669 -0.337 -29.595  -0.96
H 10.115 -0.932 -28.993  0.49
H 9.607 0.489 -29.115  0.47
O 9.196 -2.012 -27.969  -0.97
H 8.872 -2.712 -27.402  0.47
H 8.942 -2.282 -28.852  0.47
C 6.560 -0.781 -26.695  -0.65
C 5.547 -0.920 -27.865  0.12
C 6.395 -0.833 -29.165  -0.41
C 6.967 -2.199 -29.413  -0.42
C 5.942 -3.313 -29.485  -0.41
C 5.153 -3.418 -28.193  0.11
N 4.629 -2.082 -27.864  -0.18
O 3.828 -2.045 -26.686  -0.56
C 3.916 -4.398 -28.295  -0.62
C 6.180 -4.023 -27.223  -0.69
C 4.677 0.352 -27.968  -0.62
H 7.310 -0.032 -26.950  0.23
H 7.055 -1.718 -26.442  0.19
H 6.030 -0.475 -25.793  0.20
H 5.751 -0.567 -30.003  0.20
H 7.285 -0.205 -29.190  0.24
H 7.724 -2.286 -28.634  0.20
H 7.618 -2.193 -30.287  0.21
H 6.602 -4.137 -29.757  0.21
H 5.321 -3.305 -30.380  0.21
H 3.411 -4.047 -29.194  0.22
H 4.223 -5.363 -28.698  0.21
H 3.252 -4.372 -27.431  0.24
H 7.184 -3.612 -27.121  0.21
H 5.954 -3.902 -26.164  0.18
H 6.076 -5.104 -27.317  0.23
H 3.850 0.189 -28.659  0.22
H 5.234 1.266 -28.169  0.21
H 4.117 0.367 -27.033  0.21
H 4.439 -2.154 -25.953  0.44

3.
Computed, not measured: a cluster of 2 separate species, C9H26BN4O in total, with ωB97M-V/def2-TZVPD.

As for the energy: -677.6180 hartree. As for the relative energy (zero: lowest compared OMol25 entry of this formula, charge and spin): 0.0 kcal per mole. The calculation puts the HOMO-LUMO gap at 5.3 eV. The total charge is -1. The calculation puts the HOMO energy at -2.6 eV.

Each line ends with the natural charge from an NBO analysis.
Positions of all 41 atoms, in Å:
C -1.090 2.600 -1.328  -1.03
B -1.446 1.066 -1.240  1.00
C -2.708 0.588 -2.063  -0.80
C -2.167 0.245 -3.490  -0.39
C -1.646 -1.192 -3.589  -0.22
N -0.308 -1.243 -4.219  -0.84
C -0.517 0.064 -0.441  -0.85
C -1.120 -0.500 0.876  0.43
N -1.424 0.603 1.781  -0.85
N -2.308 -1.330 0.668  -0.85
N -0.099 -1.338 1.548  -0.84
H -0.146 2.837 -0.851  0.24
H -1.889 3.208 -0.903  0.23
H -1.023 2.890 -2.379  0.23
H -3.176 -0.317 -1.684  0.21
H -3.470 1.360 -2.162  0.21
H -2.995 0.364 -4.185  0.20
H -1.371 0.927 -3.768  0.21
H -2.307 -1.777 -4.222  0.18
H -1.643 -1.660 -2.604  0.17
H 0.411 -1.173 -3.507  0.36
H -0.191 -2.123 -4.704  0.35
H -0.254 -0.782 -1.082  0.21
H 0.384 0.593 -0.145  0.26
H -1.186 0.280 2.715  0.38
H -2.424 0.774 1.773  0.34
H -2.148 -1.991 -0.082  0.35
H -3.124 -0.769 0.465  0.34
H 0.392 -1.840 0.815  0.35
H 0.602 -0.666 1.875  0.40
C 2.562 0.371 3.799  -0.63
C 3.470 -0.385 2.805  0.13
C 4.939 -0.030 3.134  -0.63
O 3.154 -0.044 1.534  -0.97
H 2.669 1.452 3.682  0.19
H 1.515 0.113 3.620  0.18
H 2.786 0.120 4.850  0.16
H 3.365 -1.472 3.074  0.06
H 5.107 1.041 2.996  0.18
H 5.612 -0.572 2.466  0.19
H 5.211 -0.290 4.171  0.16

4.
Computed, not measured: a cluster of 3 separate species, C9H26FO3S3Si in total, with ωB97M-V/def2-TZVPD.

As for the energy: -2167.8515 hartree. The calculation puts the HOMO-LUMO gap at 6.3 eV. The total charge is +1. The calculation puts the HOMO energy at -11.0 eV.

Each line ends with the natural charge from an NBO analysis.
Positions of all 43 atoms, in Å:
C 2.667 1.893 -1.939  -1.16
Si 2.541 0.588 -0.619  1.88
C 1.184 -0.632 -0.898  -1.17
C 4.183 -0.244 -0.357  -1.15
O 2.083 1.371 0.835  -0.90
C 2.828 2.428 1.370  -0.07
C 2.342 2.664 2.813  -0.62
S 0.634 2.243 3.011  1.14
F -0.072 3.072 1.888  -0.41
H 2.033 2.757 -1.732  0.25
H 3.694 2.248 -2.046  0.25
H 2.356 1.487 -2.903  0.27
H 1.539 -1.506 -1.447  0.26
H 0.354 -0.190 -1.455  0.29
H 0.784 -0.994 0.054  0.23
H 4.081 -1.140 0.259  0.25
H 4.949 0.389 0.095  0.24
H 4.561 -0.556 -1.333  0.26
H 3.890 2.173 1.425  0.21
H 2.723 3.350 0.795  0.20
H 2.455 3.679 3.193  0.28
H 2.829 1.975 3.516  0.28
H 0.757 1.085 2.309  0.19
C -3.644 2.271 -0.684  -0.83
S -1.984 1.607 -0.563  1.23
O -1.718 0.872 -1.828  -0.99
C -2.343 0.367 0.685  -0.84
H -3.631 3.035 -1.458  0.25
H -4.324 1.466 -0.960  0.24
H -3.930 2.715 0.270  0.23
H -3.139 -0.296 0.347  0.27
H -2.631 0.854 1.619  0.22
H -1.434 -0.216 0.830  0.22
C -1.513 -4.206 0.199  -0.83
S -2.714 -3.050 -0.473  1.25
O -3.605 -2.657 0.656  -1.00
C -3.604 -4.244 -1.472  -0.83
H -0.885 -3.654 0.895  0.23
H -2.038 -5.004 0.724  0.24
H -0.904 -4.607 -0.611  0.23
H -3.971 -5.045 -0.832  0.24
H -2.940 -4.629 -2.245  0.23
H -4.439 -3.720 -1.932  0.25

Copy entry 1 word for word.
Computed, not measured: a cluster of 3 separate species, C9H25N4O3 in total, with ωB97M-V/def2-TZVPD.

As for the energy: -802.3948 hartree. The calculation puts the HOMO-LUMO gap at 8.1 eV. The total charge is +1. The calculation puts the HOMO energy at -11.9 eV.

Each line ends with the natural charge from an NBO analysis.
Positions of all 41 atoms, in Å:
N -1.081 -1.527 0.665  -0.83
C -0.975 -0.153 1.121  -0.25
C 0.392 0.096 1.843  0.06
O 1.349 -0.891 1.519  -0.72
C 1.080 1.451 1.575  -0.25
N 0.655 2.158 0.311  -0.67
H -2.049 -1.828 0.628  0.41
H -0.655 -1.660 -0.240  0.36
H -1.765 -0.012 1.857  0.22
H -1.154 0.572 0.311  0.12
H 0.178 0.078 2.913  0.20
H 1.418 -1.524 2.236  0.50
H 0.943 2.154 2.394  0.23
H 2.147 1.266 1.467  0.25
H 1.321 2.901 0.087  0.45
H -0.263 2.594 0.408  0.44
H 0.614 1.518 -0.484  0.45
C 5.820 1.379 0.810  0.52
O 6.568 2.331 0.794  -0.59
N 5.101 0.962 -0.260  -0.45
C 4.187 -0.155 -0.184  -0.39
C 5.266 1.672 -1.518  -0.42
H 5.651 0.766 1.712  0.11
H 4.456 -0.942 -0.890  0.21
H 3.166 0.168 -0.412  0.15
H 4.196 -0.574 0.820  0.22
H 6.303 1.627 -1.851  0.23
H 5.004 2.726 -1.404  0.21
H 4.629 1.215 -2.272  0.20
C -4.944 -2.358 0.056  0.54
O -3.868 -2.875 0.310  -0.66
N -5.191 -1.603 -1.029  -0.42
C -6.500 -1.033 -1.288  -0.40
C -4.119 -1.382 -1.981  -0.41
H -5.824 -2.489 0.704  0.12
H -6.905 -1.408 -2.229  0.21
H -6.445 0.056 -1.339  0.20
H -7.181 -1.307 -0.485  0.22
H -3.753 -2.330 -2.375  0.22
H -3.281 -0.871 -1.502  0.19
H -4.491 -0.771 -2.800  0.21